No. 1
{
  "formula": "C5H11NO",
  "method": "the ωB97M-V functional and the def2-TZVPD basis",
  "e_above_lowest_kcal_mol": 81.42,
  "homo_lumo_gap_ev": [6.832, 6.829],
  "e_homo_ev": [-7.07, -7.07],
  "charge": 0,
  "species": ["C", "N", "C", "O", "C", "C", "C", "H", "H", "H", "H", "H", "H", "H", "H", "H", "H", "H"],
  "positions_angstrom": [[-0.5757, 2.5459, 0.7223], [-0.0030, 1.4051, 0.8161], [-0.7900, 0.1690, 0.4640], [-2.0081, 0.3791, 0.3582], [0.0229, -0.8899, 0.1525], [1.5019, -1.0257, 0.4036], [-0.6273, -2.0493, -0.5463], [-0.2192, 1.5729, -2.0570], [-0.0044, 3.4617, 0.8223], [-1.6429, 2.5148, 0.5158], [0.9973, 1.3496, 0.9700], [-0.0008, 0.8943, -1.8291], [1.7157, -1.9881, 0.8896], [1.9408, -0.2632, 1.0601], [2.0740, -1.0218, -0.5367], [-0.0588, -2.3239, -1.4465], [-0.6781, -2.9482, 0.0847], [-1.6441, -1.7823, -0.8437]],
  "forces_ev_per_angstrom": [[0.1, -0.2, 0.1], [-0.2, 0.3, 0.0], [0.2, 0.0, -0.1], [0.2, 0.0, 0.0], [-0.1, 0.0, 0.0], [0.1, 0.1, 0.0], [-0.1, -0.1, 0.0], [0.0, -0.1, -0.1], [0.0, -0.1, 0.1], [0.1, 0.0, 0.0], [-0.1, 0.0, -0.1], [-0.1, 0.1, -0.1], [-0.1, 0.1, -0.1], [-0.1, -0.1, -0.1], [-0.1, 0.0, 0.1], [-0.1, 0.0, 0.1], [0.0, 0.1, -0.1], [0.1, -0.1, 0.1]]
}

=====

No. 2
{
  "formula": "C5H11NO",
  "method": "the ωB97M-V functional and the def2-TZVPD basis",
  "e_above_lowest_kcal_mol": 63.49,
  "homo_lumo_gap_ev": 10.101,
  "e_homo_ev": -9.35,
  "charge": 0,
  "species": ["C", "C", "C", "C", "C", "N", "O", "H", "H", "H", "H", "H", "H", "H", "H", "H", "H", "H"],
  "positions_angstrom": [[0.1226, -0.8328, -0.4242], [-0.9257, 0.2674, -0.5282], [-1.6075, 0.5482, 0.8179], [-0.2422, 1.5380, -1.0539], [1.2043, -0.7326, 0.5034], [1.9557, -1.9284, 0.6686], [1.3383, 0.1750, 1.3333], [1.2645, -0.3493, -0.7558], [0.1830, -1.4379, -1.3236], [-1.6825, -0.0969, -1.2125], [-2.3347, 1.3447, 0.6905], [-2.1969, -0.3319, 1.0858], [-0.8972, 0.7806, 1.5986], [-0.9443, 2.3547, -1.2394], [0.1747, 1.3023, -2.0485], [0.6181, 1.8133, -0.4719], [2.6202, -1.7371, 1.4095], [1.3497, -2.6776, 0.9504]],
  "forces_ev_per_angstrom": [[1.1, 2.0, -2.5], [0.8, 0.6, 1.1], [-0.5, -0.7, -0.5], [-0.4, -0.5, -1.8], [-0.6, -2.1, 4.6], [0.6, 0.5, -0.3], [0.3, 0.4, -0.8], [-1.2, 0.5, -1.5], [-0.2, -1.1, 0.6], [-0.1, 0.1, -0.3], [0.1, 0.3, 0.1], [0.1, 0.0, 0.3], [0.1, 0.1, 0.1], [0.1, 0.1, 0.4], [-0.1, 0.1, 0.1], [0.0, 0.3, 0.7], [0.1, -0.1, -0.1], [-0.1, -0.3, -0.1]]
}

=====

No. 3
{
  "formula": "C5H11NO",
  "method": "the ωB97M-V functional and the def2-TZVPD basis",
  "e_above_lowest_kcal_mol": 75.30,
  "homo_lumo_gap_ev": 10.209,
  "smiles": "CC(C)N1O[C@@H]1C",
  "e_homo_ev": -9.15,
  "charge": 0,
  "species": ["C", "C", "C", "N", "O", "C", "C", "H", "H", "H", "H", "H", "H", "H", "H", "H", "H", "H"],
  "positions_angstrom": [[0.1402, 0.8811, -1.3461], [0.6824, -0.4540, -0.8432], [2.0252, -0.2942, -0.1309], [-0.2254, -1.3329, -0.0740], [-1.6313, -1.1038, -0.4618], [-1.2141, -0.9096, 0.8580], [-1.3518, 0.4217, 1.5477], [0.1983, 1.6701, -0.5888], [0.7395, 1.1999, -2.2055], [-0.8968, 0.7694, -1.6690], [0.8670, -1.0791, -1.7252], [2.4229, -1.2521, 0.2181], [2.7452, 0.1280, -0.8425], [1.9638, 0.3954, 0.7194], [-1.5096, -1.7387, 1.5066], [-0.5578, 0.5181, 2.2968], [-1.3178, 1.2736, 0.8690], [-2.3082, 0.4397, 2.0828]],
  "forces_ev_per_angstrom": [[-0.1, 0.1, 0.0], [0.1, 0.0, -0.1], [0.0, 0.0, 0.1], [0.2, 0.0, 0.0], [-0.2, -0.1, -0.1], [0.1, 0.0, 0.3], [0.0, 0.1, -0.1], [0.0, -0.1, -0.1], [-0.1, 0.0, 0.1], [0.2, 0.1, 0.0], [0.0, 0.1, 0.0], [-0.1, 0.1, 0.0], [-0.1, -0.1, 0.2], [-0.1, -0.1, -0.1], [0.1, 0.1, 0.0], [-0.1, 0.0, -0.1], [0.0, -0.1, 0.0], [0.1, 0.0, -0.1]]
}

=====

No. 4
{
  "formula": "C5H11NO",
  "method": "the ωB97M-V functional and the def2-TZVPD basis",
  "e_above_lowest_kcal_mol": 135.38,
  "homo_lumo_gap_ev": 7.978,
  "e_homo_ev": -7.12,
  "charge": 0,
  "species": ["C", "O", "C", "C", "N", "C", "C", "H", "H", "H", "H", "H", "H", "H", "H", "H", "H", "H"],
  "positions_angstrom": [[2.7039, 0.6566, 0.1208], [1.4735, 0.9802, -0.4810], [0.6481, -0.1372, -0.6522], [-0.1124, -0.5793, 0.6226], [-1.3132, 0.1086, 0.1221], [-2.6887, -0.4665, 0.4894], [-0.7072, 0.2904, -1.2249], [3.2741, 1.5838, 0.2050], [3.2715, -0.0613, -0.4911], [2.5705, 0.2281, 1.1256], [1.1761, -0.9395, -1.1865], [-0.2797, -1.6620, 0.6799], [0.2609, -0.2045, 1.5804], [-1.9090, 0.6636, 0.8942], [-2.6595, -1.5624, 0.4085], [-3.3809, -0.0407, -0.2430], [-0.7479, 1.3120, -1.6077], [-1.1518, -0.4176, -1.9340]],
  "forces_ev_per_angstrom": [[0.3, 0.0, 0.1], [0.0, 0.1, -0.1], [-0.1, -0.2, -0.1], [0.1, -0.1, 0.2], [-0.2, 0.1, 0.3], [-0.2, -0.5, -0.3], [-0.1, 0.1, -0.1], [-0.1, -0.1, 0.0], [-0.1, 0.1, 0.1], [0.0, 0.1, -0.1], [-0.1, 0.1, 0.1], [0.0, 0.1, 0.0], [0.0, -0.1, -0.1], [0.4, 0.2, -0.2], [0.0, 0.1, 0.0], [0.0, 0.0, 0.1], [0.0, -0.2, 0.0], [0.1, 0.1, 0.1]]
}

=====

No. 5
{
  "formula": "C5H11NO",
  "method": "the ωB97M-V functional and the def2-TZVPD basis",
  "e_above_lowest_kcal_mol": 35.23,
  "homo_lumo_gap_ev": 10.299,
  "smiles": "CC(C)N(C)C=O",
  "e_homo_ev": -9.40,
  "charge": 0,
  "species": ["C", "C", "C", "N", "C", "C", "O", "H", "H", "H", "H", "H", "H", "H", "H", "H", "H", "H"],
  "positions_angstrom": [[-1.1082, -1.2808, -0.8177], [-0.5245, 0.1122, -0.5292], [-1.2237, 0.7194, 0.8737], [0.9283, 0.0917, -0.4261], [1.2849, -0.5354, 0.8198], [1.6588, 1.1684, -0.8744], [1.3194, 1.9481, -1.7396], [-0.9781, -1.9268, 0.0544], [-2.1809, -1.1627, -0.9940], [-0.6919, -1.8103, -1.6890], [-0.7209, 0.7605, -1.4022], [-1.0894, 1.8049, 0.9139], [-2.2785, 0.4620, 0.8077], [-1.0127, 0.4342, 1.9439], [1.2024, -1.6231, 0.7643], [2.2766, -0.2388, 1.1508], [0.5083, -0.1837, 1.4920], [2.6301, 1.2604, -0.3484]],
  "forces_ev_per_angstrom": [[-0.1, 0.1, 0.2], [-0.6, 0.3, 0.7], [-0.2, 0.1, -0.9], [-0.1, 0.4, 0.3], [0.3, -0.2, 0.2], [-0.2, 0.0, 0.0], [0.0, -0.3, 0.3], [-0.1, 0.0, -0.1], [0.1, -0.1, 0.1], [0.1, 0.5, 0.2], [-0.3, 0.0, 0.8], [-0.2, -0.1, -0.4], [-0.2, 0.4, -0.3], [0.4, -0.4, -1.4], [0.3, 0.1, -0.1], [0.1, -0.1, 0.0], [0.9, -0.4, 0.7], [0.0, -0.1, -0.2]]
}

=====

No. 6
{
  "formula": "C5H11NO",
  "method": "the ωB97M-V functional and the def2-TZVPD basis",
  "e_above_lowest_kcal_mol": 10.05,
  "homo_lumo_gap_ev": 10.610,
  "smiles": "CC[C@@H](C)NC=O",
  "e_homo_ev": -9.72,
  "charge": 0,
  "species": ["C", "C", "C", "C", "N", "C", "O", "H", "H", "H", "H", "H", "H", "H", "H", "H", "H", "H"],
  "positions_angstrom": [[1.3874, 0.5370, -1.3006], [0.2355, -0.4737, -1.1574], [-0.4455, -0.5363, 0.2350], [0.2425, -1.5038, 1.1970], [-0.5789, 0.7863, 0.8325], [-1.6896, 1.5605, 0.6989], [-2.7594, 1.1889, 0.2614], [1.3381, 1.0313, -2.2728], [1.3242, 1.3372, -0.5605], [2.3792, 0.0895, -1.2096], [-0.5393, -0.2305, -1.8936], [0.5929, -1.4807, -1.4123], [-1.4746, -0.8743, 0.0849], [0.2577, -2.5064, 0.7553], [1.2801, -1.2140, 1.4068], [-0.2972, -1.5593, 2.1481], [0.2619, 1.2518, 1.1373], [-1.5152, 2.5966, 1.0496]],
  "forces_ev_per_angstrom": [[0.0, 0.0, 0.0], [-0.1, 0.0, -0.1], [-0.1, -0.1, -0.1], [0.0, 0.0, 0.0], [-0.1, 0.1, 0.0], [0.0, -0.1, 0.0], [0.3, 0.1, 0.0], [0.1, -0.1, 0.0], [0.0, 0.0, -0.1], [-0.1, -0.1, 0.0], [0.1, 0.0, 0.2], [-0.1, 0.2, 0.0], [0.1, 0.0, 0.0], [0.0, 0.2, 0.1], [-0.1, 0.0, -0.1], [0.1, 0.1, -0.1], [-0.1, 0.0, 0.0], [-0.1, -0.1, 0.0]]
}

=====

No. 7
{
  "formula": "C5H11NO",
  "method": "the ωB97M-V functional and the def2-TZVPD basis",
  "e_above_lowest_kcal_mol": 16.53,
  "homo_lumo_gap_ev": 10.656,
  "smiles": "CC[C@@H](C)NC=O",
  "e_homo_ev": -9.72,
  "charge": 0,
  "species": ["C", "C", "C", "C", "N", "C", "O", "H", "H", "H", "H", "H", "H", "H", "H", "H", "H", "H"],
  "positions_angstrom": [[0.5878, 1.7133, 0.3711], [1.1210, 0.2723, 0.2241], [0.0498, -0.8289, -0.1841], [0.1926, -2.1067, 0.6466], [-1.3143, -0.3225, -0.1374], [-1.6418, 0.6276, -1.0637], [-0.9650, 0.8711, -2.0442], [0.9386, 2.3861, -0.4158], [-0.5004, 1.7259, 0.2862], [0.8122, 2.1561, 1.3452], [1.9173, 0.2548, -0.5294], [1.5964, -0.0353, 1.1657], [0.1973, -1.0630, -1.2416], [1.2090, -2.4979, 0.5349], [0.0342, -1.9111, 1.7147], [-0.4979, -2.9063, 0.3469], [-1.7922, -0.3160, 0.7544], [-2.5781, 1.1712, -0.8428]],
  "forces_ev_per_angstrom": [[-0.2, 0.0, 0.0], [-0.1, -0.1, 0.0], [0.3, 0.1, 0.0], [0.1, 0.0, 0.0], [0.0, 0.1, -0.1], [-0.1, -0.2, -0.2], [-0.4, -0.1, 0.2], [0.1, -0.2, 0.1], [0.3, 0.2, 0.3], [0.2, -0.1, -0.1], [-0.2, -0.1, 0.1], [-0.2, 0.0, -0.1], [0.2, 0.0, 0.2], [-0.1, 0.1, 0.1], [0.0, 0.0, -0.1], [0.1, 0.3, -0.1], [0.0, 0.1, -0.2], [0.0, -0.2, 0.0]]
}

=====

No. 8
{
  "formula": "C5H11NO",
  "method": "the ωB97M-V functional and the def2-TZVPD basis",
  "e_above_lowest_kcal_mol": 2.68,
  "homo_lumo_gap_ev": 10.429,
  "smiles": "CNC(=O)C(C)C",
  "e_homo_ev": -9.54,
  "charge": 0,
  "species": ["C", "N", "C", "O", "C", "C", "C", "H", "H", "H", "H", "H", "H", "H", "H", "H", "H", "H"],
  "positions_angstrom": [[-0.2603, 1.2122, -2.5749], [-0.0454, 1.0992, -1.1466], [-0.3373, -0.0553, -0.4780], [-1.0230, -0.9365, -0.9675], [0.2936, -0.1906, 0.9080], [-0.7484, -0.0278, 2.0170], [0.9820, -1.5566, 0.9676], [0.5555, 0.7367, -3.1351], [-0.3174, 2.2670, -2.8556], [-1.1928, 0.7115, -2.8394], [0.5981, 1.7447, -0.7191], [1.0531, 0.5943, 1.0316], [-1.5253, -0.7945, 1.9336], [-1.2299, 0.9556, 1.9742], [-0.2688, -0.1263, 2.9971], [1.4823, -1.7032, 1.9306], [0.2413, -2.3488, 0.8234], [1.7301, -1.6547, 0.1725]],
  "forces_ev_per_angstrom": [[-0.1, 0.0, -0.2], [0.1, -0.1, 0.1], [0.1, 0.0, 0.0], [0.1, 0.2, 0.1], [0.0, 0.0, 0.0], [-0.1, 0.0, 0.0], [0.0, -0.1, 0.0], [-0.2, 0.1, 0.0], [0.0, -0.2, 0.0], [0.1, 0.1, 0.1], [0.0, -0.1, 0.0], [-0.1, -0.1, -0.1], [0.1, 0.1, 0.0], [0.1, -0.1, 0.0], [-0.1, 0.0, -0.1], [-0.1, 0.0, -0.1], [0.1, 0.1, 0.0], [-0.1, 0.0, 0.1]]
}

=====

No. 9
{
  "formula": "C5H11NO",
  "method": "the ωB97M-V functional and the def2-TZVPD basis",
  "e_above_lowest_kcal_mol": 52.50,
  "homo_lumo_gap_ev": 8.595,
  "smiles": "C=C(N)/C=C/C.O",
  "e_homo_ev": -7.85,
  "charge": 0,
  "species": ["C", "C", "N", "C", "C", "C", "H", "H", "H", "H", "H", "H", "H", "H", "H", "O", "H", "H"],
  "positions_angstrom": [[0.0950, -0.6482, 1.2888], [0.0823, -0.2046, 0.0252], [-0.0807, -1.0736, -1.0653], [0.4933, 1.1929, -0.3098], [-0.2020, 2.2117, 0.1687], [0.1975, 3.6485, -0.0231], [-0.3005, -1.6485, 1.4053], [0.4251, -0.0956, 2.1401], [0.5080, -0.7953, -1.8358], [0.1675, -2.0192, -0.8073], [1.5638, 1.1810, -0.5179], [-1.1893, 1.8928, 0.4971], [1.2108, 3.8191, 0.3281], [0.0318, 3.9165, -1.0551], [-0.4463, 4.2940, 0.5852], [-0.4306, -3.9784, 0.0500], [-0.0770, -4.8386, -0.2101], [-1.3045, -4.1115, 0.4333]],
  "forces_ev_per_angstrom": [[-0.9, -0.5, -0.8], [1.0, 0.2, 0.0], [0.0, 0.0, 0.1], [0.8, -1.4, 1.7], [-0.1, -0.1, -1.2], [-0.9, -0.1, 1.2], [0.4, -0.3, 0.4], [-0.2, 0.5, 0.2], [-0.2, 0.2, -0.2], [-0.3, -0.2, 0.0], [-0.1, 0.8, -0.8], [-0.1, 0.7, 0.3], [0.2, 0.0, -0.4], [0.3, 0.3, -0.3], [0.1, 0.0, -0.1], [0.2, 0.0, -0.1], [-0.3, 0.1, 0.2], [0.1, -0.2, -0.1]]
}

=====

No. 10
{
  "formula": "C5H11NO",
  "method": "the ωB97M-V functional and the def2-TZVPD basis",
  "e_above_lowest_kcal_mol": 96.39,
  "homo_lumo_gap_ev": 8.587,
  "e_homo_ev": -7.87,
  "charge": 0,
  "species": ["C", "C", "N", "C", "C", "C", "O", "H", "H", "H", "H", "H", "H", "H", "H", "H", "H", "H"],
  "positions_angstrom": [[1.2076, 0.6388, 1.6310], [1.2171, -0.6923, 0.8915], [0.1568, -0.7691, -0.1013], [-0.6369, -1.8016, -0.4968], [-0.0999, 0.0608, -1.1359], [-1.4127, 0.7664, -1.2975], [-1.3049, 2.1418, -0.9418], [2.0761, 0.7203, 2.2921], [0.3013, 0.7419, 2.2378], [1.2467, 1.4720, 0.9202], [2.1854, -0.8417, 0.3912], [1.0694, -1.5365, 1.5738], [-0.4306, -2.3109, -1.4301], [-1.3302, -2.2666, 0.2082], [0.7472, 0.4924, -1.6867], [-1.7381, 0.7732, -2.3424], [-2.1826, 0.2465, -0.7092], [-1.0719, 2.1646, -0.0042]],
  "forces_ev_per_angstrom": [[0.0, 0.0, 0.0], [0.1, 0.0, 0.1], [-0.1, 0.1, -0.2], [-0.1, -0.3, 0.1], [0.1, 0.2, 0.0], [-0.1, -0.4, -0.2], [0.0, 0.1, 0.3], [-0.1, 0.0, -0.1], [0.1, 0.0, -0.1], [0.0, -0.1, 0.1], [-0.1, 0.0, 0.1], [0.0, 0.1, -0.1], [0.0, 0.1, 0.1], [0.1, 0.1, -0.1], [-0.1, 0.0, 0.1], [0.0, 0.0, 0.1], [0.1, 0.1, 0.0], [0.0, 0.1, -0.2]]
}

=====

No. 11
{
  "formula": "C5H11NO",
  "method": "the ωB97M-V functional and the def2-TZVPD basis",
  "e_above_lowest_kcal_mol": 98.60,
  "homo_lumo_gap_ev": 10.163,
  "e_homo_ev": -9.08,
  "charge": 0,
  "species": ["C", "C", "N", "C", "C", "C", "O", "H", "H", "H", "H", "H", "H", "H", "H", "H", "H", "H"],
  "positions_angstrom": [[-2.0573, -0.7473, -0.8159], [-1.5464, -0.1511, 0.4860], [-0.1088, -0.3251, 0.5692], [0.6647, 0.5157, 1.4624], [0.7941, 0.6510, -0.0104], [1.9497, 0.1982, -0.7941], [2.2043, -1.1801, -0.6707], [-3.1380, -0.6050, -0.9047], [-1.8401, -1.8197, -0.8667], [-1.5725, -0.2615, -1.6701], [-1.7872, 0.9213, 0.5393], [-2.0208, -0.6389, 1.3476], [0.1191, 1.3399, 1.9315], [1.4292, 0.0615, 2.0896], [0.7500, 1.7035, -0.3526], [2.0432, 0.4212, -1.8480], [2.4750, 1.4114, -0.4615], [1.5544, -1.5595, -0.0390]],
  "forces_ev_per_angstrom": [[-0.1, 0.0, 0.0], [-0.2, 0.1, 0.0], [-0.1, 0.3, -0.3], [0.1, 0.1, 0.2], [0.0, 0.4, -0.1], [0.7, 1.7, 0.2], [0.9, 0.7, 0.8], [0.1, 0.0, 0.0], [0.0, 0.2, 0.0], [-0.1, -0.1, 0.1], [-0.1, -0.1, 0.0], [0.2, 0.0, -0.1], [0.1, -0.2, 0.0], [-0.1, -0.1, -0.1], [-1.9, -0.2, 0.1], [-1.0, -0.1, -0.4], [1.2, -3.5, 0.0], [0.3, 0.6, -0.3]]
}

=====

No. 12
{
  "formula": "C5H11NO",
  "method": "the ωB97M-V functional and the def2-TZVPD basis",
  "e_above_lowest_kcal_mol": 40.14,
  "homo_lumo_gap_ev": 9.967,
  "smiles": "CCCNCC=O",
  "e_homo_ev": -8.99,
  "charge": 0,
  "species": ["C", "C", "C", "N", "C", "C", "O", "H", "H", "H", "H", "H", "H", "H", "H", "H", "H", "H"],
  "positions_angstrom": [[-0.9872, -0.5514, -2.3346], [-0.6945, 0.2943, -1.1058], [0.6853, -0.0379, -0.5108], [0.5736, -0.8448, 0.7283], [-0.0364, -0.2010, 1.8845], [0.7140, 1.0378, 2.3662], [0.5698, 1.5560, 3.4378], [-1.9188, -0.2778, -2.8323], [-0.2007, -0.4548, -3.0800], [-1.0512, -1.6276, -2.1258], [-0.6667, 1.3256, -1.4817], [-1.4258, 0.2587, -0.3048], [1.1778, -0.7680, -1.1641], [1.4018, 0.7944, -0.4865], [1.5175, -1.1048, 0.9948], [-1.0431, 0.1156, 1.5884], [-0.1546, -0.8695, 2.7362], [1.5392, 1.3551, 1.6903]],
  "forces_ev_per_angstrom": [[-0.5, -0.8, 0.0], [1.1, 0.8, -0.5], [0.1, -1.3, -0.2], [0.4, 0.4, 0.5], [-0.3, 0.9, -0.5], [0.5, -0.7, 0.1], [-0.2, 0.2, 0.1], [0.0, 0.1, 0.1], [0.2, 0.2, 0.0], [0.0, 0.2, 0.2], [-0.1, 0.0, 0.4], [-0.4, -0.2, -0.3], [-0.1, 0.3, -0.3], [-0.5, 0.3, 0.4], [0.0, -0.3, -0.1], [0.0, 0.0, 0.3], [0.1, -0.2, -0.1], [-0.2, 0.2, 0.0]]
}